1.
Computed, not measured: a molecular structure, C33H38N4OPS3SiV, with the ωB97M-V functional and the def2-TZVPD basis.

Each line ends with the Mulliken spin population.
Cartesian coordinates (Å):
V -0.037 -0.218 -1.232  2.933
C -4.562 4.062 -3.269  -0.001
Si -3.298 4.177 -1.918  0.003
C -3.923 5.257 -0.535  0.000
C -1.699 4.875 -2.539  -0.001
C -3.104 2.442 -1.163  -0.004
C -4.072 2.013 -0.261  0.017
C -4.017 0.764 0.352  -0.002
C -2.910 -0.009 0.116  0.042
N -1.933 0.381 -0.715  -0.062
C -2.069 1.530 -1.426  0.043
S -0.876 1.613 -2.734  -0.017
H -4.757 5.041 -3.713  0.000
H -5.510 3.673 -2.888  0.000
H -4.215 3.395 -4.062  0.000
H -4.032 6.288 -0.881  0.000
H -3.215 5.255 0.297  0.000
H -4.896 4.940 -0.155  0.000
H -1.825 5.953 -2.673  0.000
H -1.402 4.439 -3.493  0.001
H -0.886 4.710 -1.829  0.000
H -4.911 2.661 -0.030  0.003
H -4.798 0.419 1.015  0.001
H -2.777 -0.970 0.598  -0.001
O -1.189 -1.629 -3.336  0.014
N -0.859 -1.830 -1.985  -0.072
C -1.192 -3.009 -1.623  0.071
C -0.920 -3.645 -0.312  0.022
C -1.326 -4.983 -0.272  0.021
C -1.109 -5.772 0.843  -0.007
C -0.458 -5.233 1.941  0.016
C -0.052 -3.909 1.913  -0.004
C -0.292 -3.084 0.814  0.042
P 0.289 -1.341 0.870  -0.069
C -0.584 -0.577 2.288  0.000
C -0.373 0.783 2.522  0.014
C -1.067 1.440 3.527  0.004
C -1.992 0.755 4.302  -0.001
C -2.216 -0.594 4.070  0.001
C -1.518 -1.256 3.068  -0.003
C 1.992 -1.630 1.487  -0.011
C 2.479 -1.104 2.677  -0.007
C 3.775 -1.395 3.096  0.001
C 4.584 -2.228 2.341  0.000
C 4.103 -2.766 1.149  0.004
C 2.822 -2.456 0.724  0.031
H -1.260 -0.649 -3.414  -0.001
H -1.694 -3.620 -2.367  0.001
H -1.810 -5.410 -1.141  0.000
H -1.434 -6.804 0.847  0.000
H -0.265 -5.839 2.816  0.001
H 0.472 -3.499 2.768  0.002
H 0.326 1.341 1.911  -0.008
H -0.890 2.495 3.691  0.000
H -2.540 1.271 5.079  0.000
H -2.940 -1.136 4.664  0.000
H -1.732 -2.301 2.893  0.000
H 1.848 -0.471 3.289  0.000
H 4.142 -0.983 4.028  0.000
H 5.582 -2.472 2.682  0.000
H 4.722 -3.434 0.564  0.000
H 2.446 -2.898 -0.193  0.001
C 1.995 -2.436 -3.463  0.003
S 2.134 -0.894 -2.550  -0.014
C 2.180 0.286 -3.911  0.008
H 1.001 -2.531 -3.893  0.001
H 2.186 -3.260 -2.775  0.000
H 2.749 -2.457 -4.247  -0.001
H 3.065 0.112 -4.520  0.000
H 2.215 1.280 -3.470  0.002
H 1.279 0.192 -4.514  0.002
S 1.416 1.784 -0.468  -0.036
C 2.938 1.719 0.292  0.013
N 3.817 0.710 0.046  0.004
C 5.063 0.660 0.553  0.001
C 5.483 1.662 1.368  0.003
C 4.548 2.681 1.612  0.000
N 3.333 2.723 1.110  0.002
H 3.503 -0.032 -0.576  -0.003
H 5.662 -0.192 0.267  0.000
H 6.472 1.667 1.797  0.000
H 4.816 3.511 2.259  0.000

Properties
Frontier orbital gap (spin up / spin down) (eV): 7.06 / 7.09
Net charge: +1
Spin multiplicity: 4
Molecular weight (g/mol): 712.90
Expectation value of S²: 3.7717

***

2.
Computed, not measured: 2 unconnected molecules or ions with the total composition C2H7N4O, with the ωB97M-V functional and the def2-TZVPD basis.

Each line ends with the natural charge from an NBO analysis.
Cartesian coordinates (Å):
C 2.390 0.117 0.156  0.691
C -1.336 0.805 0.206  0.504
N 2.504 -0.988 0.657  -0.762
N -1.591 -0.403 -0.259  -0.347
N 1.727 0.980 -0.316  -0.809
N -0.622 -1.419 -0.152  -0.578
O -2.249 1.728 0.356  -0.579
H 3.167 -1.681 1.133  0.475
H -2.396 -0.782 -0.816  0.448
H 1.981 1.842 -0.735  0.432
H -0.309 0.971 0.216  0.237
H 0.151 -1.040 0.335  0.380
H -0.261 -1.591 -1.167  0.381
H -3.156 1.460 0.387  0.526

Properties
Frontier orbital gap (eV): 9.22
Net charge: +1
Molecular weight (g/mol): 103.10

***

Question: molecular weight of number 2 (C2H7N4O)?
Answer: 103.10 g/mol

***

Question: Number 1 is which compound?
Answer: C33H38N4OPS3SiV